Entry 1:
# C7H14O

A cluster of 2 separate species, C7H14O in total (ωB97M-V/def2-TZVPD, the OMol25 dataset).

Summary:
HOMO level   -9.0 eV
DFT total energy   -9530.3552 eV
Energy above the lowest of the compared OMol25 structures with the same formula, charge and spin   78.7 kcal/mol
SMILES   C=C(/C=C/C)CC.O

Cartesian coordinates (Å):
C -0.942 -1.985 -0.019
C -0.365 -0.839 -0.312
C -0.398 0.450 0.352
C -1.281 1.371 -0.175
C -1.434 2.581 0.710
C 0.691 -0.718 -1.397
C 1.804 0.363 -1.255
H -0.678 -2.844 -0.527
H -1.464 -2.457 0.869
H 0.333 0.710 1.110
H -1.903 1.251 -1.062
H -2.479 2.655 1.124
H -0.663 2.530 1.583
H -1.323 3.455 0.046
H 0.355 -0.731 -2.465
H 1.250 -1.678 -1.394
H 2.191 0.799 -2.245
H 2.752 0.006 -1.025
H 1.600 1.249 -0.612
O 0.996 -2.254 2.211
H 0.644 -1.599 1.585
H 0.313 -2.316 2.899

Atomic partial charges in e from the Mulliken method, atoms 1 to 4: C -0.636; C -0.067; C -0.444; C -0.046

***

Entry 2:
# ClFHP

A cluster of 2 separate species, ClFHP in total (ωB97M-V/def2-TZVPD, the OMol25 dataset).

Summary:
HOMO level (alpha / beta)   -10.8 / -10.1 eV
DFT total energy   -24542.8868 eV
Energy above the lowest of the compared OMol25 structures with the same formula, charge and spin   65.6 kcal/mol

Cartesian coordinates (Å):
F 0.359 -1.396 0.924
P 0.750 -0.048 -0.012
Cl -1.719 0.400 -1.872
H 0.610 1.044 0.960

The Mulliken scheme yields these atomic charges, measured in e: F -0.238; P 0.444; Cl -0.323; H 0.117

***

Entry 3:
# C33H32InNO6P

A structure of composition C33H32InNO6P (ωB97M-V/def2-TZVPD, the OMol25 dataset).

Summary:
HOMO level   -3.8 eV
DFT total energy   -62978.4746 eV
Total charge   -1

Cartesian coordinates (Å):
C -0.755 -0.584 -3.743
C -0.360 0.852 -3.187
N 0.206 0.640 -1.832
In 2.259 1.267 -1.687
C 2.664 1.445 0.557
C 2.482 -0.003 1.120
O 2.584 -0.007 2.553
P 3.932 -0.432 -2.566
C 3.334 -2.202 -2.304
O 3.995 -0.269 -4.288
H -1.834 -0.800 -3.573
H -0.199 -1.354 -3.160
H -0.511 -0.620 -4.827
H -1.325 1.403 -3.049
H 0.308 1.421 -3.873
H -0.291 1.281 -1.210
H 2.586 2.868 -2.419
H 1.843 2.107 0.930
H 3.663 1.873 0.779
H 1.482 -0.355 0.760
H 3.243 -0.635 0.606
H 2.616 -0.925 2.840
H 2.306 -2.404 -2.688
H 3.419 -2.518 -1.239
H 4.013 -2.873 -2.888
H 3.081 -0.204 -4.578
C 4.181 1.748 5.011
C 5.283 2.269 5.684
C 5.848 1.572 6.743
C 5.305 0.354 7.141
C 4.184 -0.158 6.481
C 3.632 0.539 5.408
C 3.564 -1.429 6.923
O 2.591 -1.881 6.349
C 4.148 -2.141 8.087
C 3.545 -3.308 8.551
C 4.089 -3.988 9.631
C 5.243 -3.512 10.246
C 5.845 -2.348 9.791
C 5.293 -1.654 8.717
C 5.926 -0.391 8.261
O 6.934 0.026 8.803
H 3.746 2.288 4.178
H 5.703 3.220 5.379
H 6.708 1.978 7.260
H 2.773 0.144 4.884
H 2.649 -3.683 8.073
H 3.615 -4.892 9.993
H 5.672 -4.048 11.085
H 6.740 -1.977 10.275
C -7.131 3.574 -8.432
C -6.040 4.104 -7.748
C -5.476 3.407 -6.690
C -6.008 2.179 -6.304
C -7.116 1.659 -6.974
C -7.669 2.355 -8.047
C -7.724 0.375 -6.544
O -8.688 -0.081 -7.131
C -7.140 -0.336 -5.381
C -7.731 -1.512 -4.928
C -7.185 -2.192 -3.849
C -6.041 -1.705 -3.223
C -5.451 -0.531 -3.666
C -6.004 0.162 -4.740
C -5.385 1.433 -5.183
O -4.389 1.859 -4.636
H -7.565 4.116 -9.263
H -5.629 5.062 -8.042
H -4.624 3.819 -6.164
H -8.520 1.948 -8.577
H -8.619 -1.896 -5.414
H -7.650 -3.105 -3.495
H -5.612 -2.241 -2.385
H -4.563 -0.155 -3.172

Atomic partial charges in e from the Mulliken method, atoms 1 to 4: C -0.784; C -0.149; N -0.571; In 0.616

***

Entry 4:
# C3H12NO4

A cluster of 3 separate species, C3H12NO4 in total (ωB97M-V/def2-TZVPD, the OMol25 dataset).

Summary:
HOMO level   -4.1 eV
DFT total energy   -12985.1691 eV
Energy above the lowest of the compared OMol25 structures with the same formula, charge and spin   39.8 kcal/mol
Total charge   -1

Cartesian coordinates (Å):
C 1.301 -0.075 1.438
C 0.181 1.009 1.377
O -1.146 0.557 1.338
N 1.414 -0.774 0.227
C 0.437 -1.788 0.040
O -0.408 -1.699 -1.086
H 0.942 -0.668 2.285
H 2.213 0.604 1.508
H 0.214 1.569 2.313
H 0.361 1.692 0.574
H -1.545 0.757 0.278
H 1.618 -0.193 -0.570
H 0.999 -2.795 -0.373
H -0.062 -2.233 0.937
H -1.065 -0.986 -1.111
H -2.619 0.634 -1.422
O -1.826 0.398 -1.040
H -1.128 1.325 -1.977
H 0.393 0.969 -2.275
O -0.274 1.695 -2.461

Atomic partial charges in e from the Mulliken method, atoms 1 to 4: C -0.638; C -0.589; O -0.671; N -0.178

***

Entry 5:
# C3H9NS

The molecule C3H9NS (ωB97M-V/def2-TZVPD, the OMol25 dataset).

Summary:
HOMO level   -8.7 eV
DFT total energy   -15581.8717 eV
Energy above the lowest of the compared OMol25 structures with the same formula, charge and spin   10.6 kcal/mol
SMILES   C[C@@H](N)CS

Cartesian coordinates (Å):
C 0.712 -0.118 1.378
C 0.126 0.219 0.043
N 1.028 -0.083 -1.109
C -1.262 -0.380 -0.079
S -2.041 -0.109 -1.751
H 0.085 0.159 2.221
H 1.680 0.353 1.579
H 0.948 -1.186 1.471
H 0.089 1.315 -0.004
H 1.179 0.765 -1.614
H 1.919 -0.398 -0.782
H -1.315 -1.427 0.235
H -1.970 0.080 0.606
H -1.178 0.811 -2.194

Atomic partial charges in e from the Mulliken method, atoms 1 to 4: C -1.636; C 0.418; N -0.620; C -0.646

***

Entry 6:
# C3H25NO11

A cluster of 10 separate species, C3H25NO11 in total (ωB97M-V/def2-TZVPD, the OMol25 dataset).

Summary:
HOMO level   -10.1 eV
DFT total energy   -27530.4635 eV
Energy above the lowest of the compared OMol25 structures with the same formula, charge and spin   39.1 kcal/mol
SMILES   NCCC(=O)O.O.O.O.O.O.O.O.O.O

Cartesian coordinates (Å):
N -0.757 3.603 -1.274
C -1.323 2.548 -0.428
C -2.579 1.846 -0.883
C -2.779 0.473 -0.239
O -3.724 -0.223 -0.459
O -1.706 0.087 0.509
H -0.393 3.168 -2.121
H -1.495 4.206 -1.628
H -0.548 1.842 -0.137
H -1.496 2.953 0.583
H -2.482 1.696 -1.955
H -3.485 2.420 -0.660
H -1.291 -0.745 0.255
O 1.963 1.901 0.230
H 1.416 2.697 0.038
H 2.802 2.323 0.451
O 0.924 0.244 -1.824
H 1.661 -0.299 -2.204
H 1.350 0.853 -1.176
O 3.064 -1.046 -2.884
H 3.038 -1.764 -2.201
H 3.529 -0.267 -2.595
O 1.325 -0.938 0.945
H 1.143 -0.997 1.891
H 1.339 -0.021 0.668
O -2.040 0.127 3.135
H -1.591 0.221 2.283
H -2.943 -0.107 2.918
O 0.559 -1.271 3.749
H -0.342 -1.083 3.467
H 0.580 -2.217 3.954
O 2.887 -2.515 -0.760
H 2.190 -2.046 -0.276
H 3.685 -2.618 -0.266
O -0.134 -3.198 1.412
H -0.828 -3.464 0.787
H 0.033 -2.313 1.068
O -0.663 -2.032 -1.104
H -0.311 -1.263 -1.583
H -0.580 -2.781 -1.684

Atomic partial charges in e from the Mulliken method, atoms 1 to 4: N -0.672; C 0.182; C -0.385; C 0.365

***

Entry 7:
# C2H3ClN2O3

The molecule C2H3ClN2O3 (ωB97M-V/def2-TZVPD, the OMol25 dataset).

Summary:
HOMO level   -10.2 eV
DFT total energy   -23762.3034 eV
Energy above the lowest of the compared OMol25 structures with the same formula, charge and spin   66.3 kcal/mol
SMILES   CC(=O)O/[N+]([O-])=N/Cl

Cartesian coordinates (Å):
C 1.834 0.085 0.042
C 0.575 -0.428 -0.553
O 0.235 -0.600 -1.684
O -0.332 -0.865 0.524
N -1.530 -0.263 0.478
O -2.429 -0.730 1.139
N -1.512 0.745 -0.242
Cl -2.947 1.559 -0.321
H 1.454 1.007 0.435
H 1.872 -0.589 0.870
H 2.779 0.079 -0.689

Atomic partial charges in e from the Mulliken method, atoms 1 to 4: C -0.948; C 0.807; O -0.439; O -0.349

***

What is the DFT total energy in the first record? -9530.3552 eV